Entry from the Open Molecules 2025 dataset: C26H22CeF5N5O2 as an isolated structure (ωB97M-V with the def2-TZVPD basis set).

```
61
Properties=species:S:1:pos:R:3:forces:R:3
Ce 0.5338 0.4723 -0.1841 0.6 1.0 0.1
C -2.3603 -1.2479 -0.5440 -0.3 0.3 0.0
N -1.7856 0.0417 -1.0380 -0.4 -0.2 -1.2
C -1.6518 -0.0498 -2.5438 0.5 -0.1 -0.5
C -0.5863 -1.0802 -2.9527 -1.8 0.6 0.2
C -0.8305 -2.0030 -3.9505 -0.9 0.1 -0.5
C 0.1492 -2.9196 -4.2841 -0.3 0.6 0.6
C 1.3420 -2.8723 -3.5855 0.2 -0.3 -0.7
C 1.4663 -1.9736 -2.5582 -0.1 0.5 -0.1
N 0.5322 -1.0674 -2.2427 -0.3 -0.1 0.4
C -2.6744 1.2202 -0.8016 0.0 -0.3 0.5
C -2.5124 1.8346 0.5651 -0.3 -0.1 -0.1
C -3.5795 2.4683 1.1627 0.8 0.4 0.9
C -3.3622 3.1990 2.3317 1.6 -0.7 0.4
C -2.0522 3.2510 2.9032 -1.0 -0.1 -1.4
C -1.0585 2.5925 2.1796 -0.3 0.7 0.9
N -1.2879 1.8718 1.0945 0.4 -0.6 -1.3
C -2.0783 -1.4603 0.9274 -1.3 -0.2 0.6
C -3.0469 -1.8866 1.8761 0.3 0.4 -1.7
C -2.6585 -1.9820 3.1975 -1.5 -0.4 -0.1
C -1.3761 -1.7254 3.5753 0.7 0.2 -1.3
C -0.4725 -1.3969 2.5637 -0.2 0.1 1.3
N -0.8181 -1.1968 1.2946 0.3 -0.1 -0.3
H -3.4349 -1.2466 -0.7729 0.1 -0.1 0.2
H -1.9043 -2.0476 -1.1419 -0.1 0.0 0.3
H -2.6216 -0.2673 -3.0383 0.4 0.0 0.4
H -1.3258 0.9458 -2.8941 -0.2 -0.6 0.1
H -1.8034 -1.9937 -4.4711 0.6 0.0 0.3
H -0.0515 -3.6532 -5.0247 0.1 -0.5 -0.6
H 2.1641 -3.4863 -3.9290 0.1 -0.1 0.5
H 2.3091 -1.8786 -1.9392 1.2 -0.4 0.3
H -2.3393 1.9727 -1.5270 -0.4 0.0 0.1
H -3.7441 0.9548 -0.9383 0.6 0.1 -0.3
H -4.5671 2.4104 0.7719 -0.5 0.0 -0.4
H -4.2295 3.6418 2.7602 -0.3 0.6 0.6
H -1.7630 3.8161 3.7865 -0.4 -0.1 -0.2
H -0.0235 2.6984 2.4422 0.2 -0.1 0.4
H -4.0953 -2.1148 1.5889 1.0 0.2 0.1
H -3.4311 -2.2958 3.8863 0.2 0.1 0.3
H -1.0876 -1.7596 4.5914 0.5 -0.2 0.8
H 0.5568 -1.2811 2.8523 0.4 0.3 -0.3
N 2.9253 0.9034 -2.0892 -1.8 0.0 -0.1
C 2.6873 2.3431 -2.3345 1.7 0.4 0.2
C 1.3674 2.4832 -1.6570 0.4 0.1 1.0
O 0.3197 2.1052 -2.1858 -0.9 -0.6 -0.6
O 1.3917 2.5513 -0.3703 0.1 -0.2 0.3
H 3.8807 0.6293 -2.0569 0.9 0.0 0.2
H 2.4913 0.4327 -2.8680 0.1 -0.4 -0.2
H 2.6622 2.5567 -3.4103 0.1 0.3 0.4
H 3.4846 2.8894 -1.7739 -0.8 -0.1 -0.7
F 3.2506 -2.2435 -0.1362 0.3 0.2 0.6
C 3.3672 -1.3609 0.8933 -0.3 -0.3 -0.6
C 2.3964 -0.3766 1.0144 0.9 -0.8 -0.6
C 2.6410 0.5155 2.0041 -1.7 0.6 0.6
F 1.6557 1.4877 2.0786 0.1 0.2 0.3
C 3.5730 0.4362 2.9981 1.0 0.5 0.2
F 3.7092 1.3369 3.9749 -0.3 -0.4 -0.4
C 4.5107 -0.5702 2.8454 0.1 -0.7 -0.8
F 5.4939 -0.6651 3.6917 0.5 -0.1 0.5
C 4.4363 -1.4778 1.7619 -0.1 -0.3 0.4
F 5.3164 -2.4815 1.6302 -0.4 0.8 0.2
```
Forces are in eV/Å.

Values from the calculation:
highest occupied orbital energy (spin up / spin down)	-0.5439 / -0.5439	Eh
Kohn-Sham gap (spin up / spin down)	6.7 / 6.7	eV
E_LUMO (spin up / spin down)	-0.29635 / -0.29631	Eh
charge	+2